1.
Below is 7 unconnected molecules or ions with the total composition C22H45N2O26S6 in a non-equilibrium geometry, with properties calculated with ωB97M-V/def2-TZVPD.

**Orbital gap**: 0.266 hartree
**Molecular weight**: 946.0 g/mol

The geometry in ORCA input format:
```
! RIJCOSX wB97M-V def2-TZVPD def2/J DEFGRID3
* xyz -1 1
C -0.4627 -2.6465 -4.9966
C 0.5856 -1.6692 -4.4031
C 0.1314 -1.1063 -3.0116
N -0.0364 0.3469 -3.1540
C -0.2917 1.0722 -1.8856
C 1.0203 1.6833 -1.3437
C 2.1563 0.6660 -1.1413
C 3.1296 1.1695 -0.0413
C -1.2968 2.2107 -2.2406
C -1.5918 3.1554 -1.0716
N -2.5839 2.5830 -0.1444
C -0.9442 0.2091 -0.7494
O -0.3956 0.1694 0.3907
O -2.0289 -0.3926 -0.9793
H -0.4805 -2.6093 -6.0906
H -0.2790 -3.6595 -4.6230
H -1.4709 -2.3699 -4.6633
H 1.5743 -2.1351 -4.3462
H 0.6365 -0.8387 -5.1168
H -0.8095 -1.6238 -2.7914
H 0.9104 -1.3832 -2.3020
H -0.8911 0.4494 -3.6976
H 1.3948 2.5010 -1.9773
H 0.8301 2.1310 -0.3662
H 1.7618 -0.2726 -0.7456
H 2.7248 0.4489 -2.0521
H 3.5723 0.3053 0.4702
H 2.5844 1.7067 0.7428
H 3.9254 1.8106 -0.4386
H -0.8022 2.8028 -3.0265
H -2.2031 1.7832 -2.6857
H -0.7067 3.5209 -0.5494
H -2.0635 4.0548 -1.5021
H -2.0309 2.0446 0.5179
H -3.1625 1.9514 -0.6849
C 0.4630 -2.6229 1.3333
C -0.2339 -2.2601 2.6165
O 0.4838 -2.9949 3.6372
S 2.0129 -3.1146 3.2190
O 2.7620 -2.1090 3.8898
O 2.3878 -4.4911 3.2815
O 1.8634 -2.6956 1.6911
H 0.1529 -3.6076 0.9733
H 0.2982 -1.8786 0.5554
H -1.2815 -2.5345 2.6141
H -0.1379 -1.1948 2.8295
C -4.7734 0.5323 1.3365
C -4.2556 -0.8088 1.7449
O -4.2883 -0.7712 3.1702
S -5.5251 0.0947 3.6856
O -6.6663 -0.6860 3.9922
O -5.0202 1.0568 4.6028
O -5.8214 0.8355 2.2758
H -3.9851 1.2787 1.4322
H -5.1597 0.5356 0.3208
H -3.2445 -0.9825 1.3785
H -4.9082 -1.6223 1.4112
C -4.2876 -5.5339 5.8779
C -4.5873 -4.4772 6.9193
O -3.9981 -3.2837 6.3986
S -4.0803 -3.2969 4.7953
O -5.1897 -2.5301 4.3646
O -2.7890 -3.0353 4.2691
O -4.4263 -4.8602 4.6252
H -3.2598 -5.8943 5.9617
H -4.9719 -6.3771 5.9313
H -4.1649 -4.7172 7.8915
H -5.6624 -4.3104 7.0210
C 3.6735 6.5880 -1.2721
C 4.2003 5.1754 -1.4062
O 3.1114 4.4415 -1.9714
S 2.2660 5.3895 -2.9416
O 2.6933 5.1686 -4.2787
O 0.9019 5.3215 -2.5657
O 2.8752 6.7914 -2.4452
H 3.0286 6.6917 -0.3971
H 4.4701 7.3262 -1.2238
H 4.4952 4.7445 -0.4531
H 5.0414 5.1279 -2.1022
C 6.3746 -5.1649 2.5630
C 5.6627 -4.8053 3.8457
O 6.3676 -5.5381 4.8649
S 7.9094 -5.6617 4.4612
O 8.6469 -4.6503 5.1311
O 8.2835 -7.0292 4.5308
O 7.7634 -5.2358 2.9226
H 6.0658 -6.1464 2.1974
H 6.2209 -4.4251 1.7820
H 4.6117 -5.0786 3.8303
H 5.7571 -3.7402 4.0667
C -0.7502 4.8332 -5.9459
C -1.5886 6.0858 -6.0243
O -2.9064 5.6108 -6.3320
S -3.1214 4.1673 -5.6465
O -3.8058 4.3535 -4.4195
O -3.5741 3.2656 -6.6434
O -1.5838 3.8580 -5.3230
H -0.4860 4.4729 -6.9432
H 0.1530 4.9746 -5.3615
H -1.2395 6.7776 -6.7863
H -1.6292 6.5981 -5.0601
*
```

Here are the Mulliken charges for atoms 1 to 2, given in e: number 1, C, carries -1.184; number 2, C, carries -0.666

2.
Below is a gas-phase ion, C22H45NOP (charge +1) in a non-equilibrium geometry, with properties calculated with ωB97M-V/def2-TZVPD.

**Orbital gap**: 0.268 hartree
**Molecular weight**: 370.6 g/mol
**Structure (SMILES)**: CCCCCCCCCCCCCCCCCC[C@@H]1C=[NH+][C@@H]([PH2]=O)C1

The geometry in ORCA input format:
```
! RIJCOSX wB97M-V def2-TZVPD def2/J DEFGRID3
* xyz 1 1
C -2.5092 -6.3468 -0.5663
C -2.3183 -6.1921 0.9828
C -1.8408 -4.7610 1.4739
C -1.5211 -3.7333 0.3356
C -2.8563 -3.0380 -0.1547
C -2.6779 -2.1632 -1.4480
C -2.0112 -2.9622 -2.6348
C -1.9175 -2.0778 -3.9488
C -0.4178 -1.5926 -4.1355
C -0.2538 -0.2297 -3.3631
C 1.1268 -0.0688 -2.6318
C 1.3104 -1.0471 -1.4196
C 2.7074 -0.7154 -0.7305
C 2.5770 -0.2185 0.7608
C 3.2017 1.2264 0.9861
C 2.2844 2.0317 2.0066
C 3.1247 3.0894 2.7959
C 2.2827 4.0081 3.7463
C 1.0535 4.6943 3.0626
C -0.2748 3.9298 2.9180
N -0.8514 4.2046 1.7726
C -0.0124 5.1180 0.9730
P -0.6809 6.7641 0.3691
O 0.4290 7.3824 -0.4870
C 1.3276 5.5200 1.7231
H -2.7037 -7.4260 -0.7969
H -1.5862 -6.0963 -1.1458
H -3.3713 -5.7706 -0.9639
H -3.3063 -6.4021 1.4522
H -1.5793 -6.9521 1.3134
H -0.9025 -4.9077 2.0612
H -2.6281 -4.3465 2.1399
H -0.9274 -4.1660 -0.4950
H -0.8994 -2.8946 0.7507
H -3.1516 -2.3545 0.6859
H -3.6971 -3.7533 -0.2838
H -3.7071 -1.8592 -1.7740
H -2.1105 -1.2466 -1.1697
H -0.9600 -3.2370 -2.3691
H -2.5974 -3.8992 -2.7610
H -2.2730 -2.7017 -4.7959
H -2.5989 -1.2059 -3.8055
H -0.2803 -1.4230 -5.2314
H 0.3123 -2.3773 -3.8425
H -0.2839 0.5823 -4.1359
H -1.1252 -0.0544 -2.6961
H 1.1414 0.9687 -2.2110
H 1.9968 -0.1974 -3.3148
H 1.3549 -2.1157 -1.7237
H 0.5263 -0.9356 -0.6359
H 3.1651 0.1274 -1.3106
H 3.4021 -1.5755 -0.8303
H 3.1811 -0.9092 1.3965
H 1.5139 -0.1489 1.0786
H 3.1959 1.8057 0.0261
H 4.2590 1.1740 1.3296
H 1.9035 1.2812 2.7356
H 1.4851 2.5016 1.3836
H 3.7439 3.7362 2.1224
H 3.8577 2.5205 3.4183
H 2.9613 4.8377 4.0718
H 2.0251 3.4714 4.6940
H 0.7737 5.4934 3.8088
H -0.7295 3.2347 3.6581
H -1.7338 3.7924 1.4730
H 0.2874 4.5587 0.0578
H -1.8205 6.6249 -0.4814
H -0.9279 7.6856 1.4389
H 1.2949 6.5679 2.0833
H 2.2381 5.1698 1.2077
*
```

Here are the Mulliken charges for atoms 1 to 2, given in e: number 1, C, carries -0.998; number 2, C, carries -0.401

3.
Below is 14 unconnected molecules or ions with the total composition C22H46Cl26NO in a non-equilibrium geometry, with properties calculated with ωB97M-V/def2-TZVPD.

**Orbital gap**: 0.379 hartree
**Molecular weight**: 1262.4 g/mol

The geometry in ORCA input format:
```
! RIJCOSX wB97M-V def2-TZVPD def2/J DEFGRID3
* xyz 1 1
C 4.2663 -1.5945 0.8226
C 3.3324 -0.3811 0.2031
C 1.7425 -0.7817 0.1344
C 0.7253 0.3965 0.6774
O -0.5662 0.4409 -0.0450
N -1.4429 -0.4422 0.5074
C -2.4683 0.2101 1.4080
C -3.8310 -0.6657 1.6610
C -4.5007 -1.3178 0.3143
C -3.5766 -0.9673 -0.9950
C -2.0127 -1.2799 -0.6159
H 4.8658 -2.0952 -0.0619
H 3.5969 -2.4478 1.2914
H 5.0229 -1.1535 1.6261
H 3.5703 0.6128 0.7740
H 3.6858 -0.2344 -0.9271
H 1.4447 -1.0890 -0.9618
H 1.5564 -1.7322 0.8280
H 0.5657 0.3554 1.8592
H 1.2966 1.4279 0.4916
H -0.8693 -1.1046 1.1090
H -1.9457 0.3228 2.4751
H -2.7426 1.3277 1.0944
H -4.6411 0.0520 2.1629
H -3.6297 -1.5287 2.4256
H -4.4511 -2.5030 0.4466
H -5.6448 -1.0612 0.1795
H -3.7326 0.1226 -1.4263
H -3.8796 -1.7588 -1.8354
H -1.9339 -2.4160 -0.2610
H -1.3904 -1.1615 -1.6274
C 7.7988 0.3345 0.2770
Cl 7.1900 -1.0842 -0.5840
Cl 6.4735 1.2667 0.9839
H 8.4683 0.0059 1.0757
H 8.3454 0.9692 -0.4248
C 2.7418 -4.3680 -1.2704
Cl 3.1573 -4.6150 0.4300
Cl 3.8528 -3.2266 -2.0373
H 2.7988 -5.3258 -1.7934
H 1.7253 -3.9725 -1.3344
C -1.8966 -0.1538 5.9391
Cl -0.9289 -1.3588 5.0810
Cl -3.5136 -0.0195 5.2375
H -1.9870 -0.4506 6.9869
H -1.3980 0.8162 5.8721
C -1.8192 4.1246 1.2933
Cl -1.9953 3.1880 2.7821
Cl -3.3348 4.1649 0.3842
H -1.5299 5.1470 1.5482
H -1.0449 3.6656 0.6738
C 0.1286 7.3109 3.5172
Cl -0.3388 7.1973 1.8162
Cl 0.9545 5.8413 4.0495
H 0.8005 8.1630 3.6455
H -0.7689 7.4541 4.1239
C -0.5231 -6.3209 -2.9893
Cl 1.2313 -6.1478 -3.1199
Cl -1.2232 -5.0042 -2.0398
H -0.9577 -6.3067 -3.9918
H -0.7514 -7.2717 -2.5015
C -2.9228 -3.9132 -5.1901
Cl -2.3001 -3.0636 -6.6096
Cl -2.4946 -5.6278 -5.2364
H -2.4953 -3.4639 -4.2905
H -4.0112 -3.8189 -5.1681
C -1.9714 8.0946 -1.5395
Cl -2.4388 7.9810 -3.2405
Cl -1.1455 6.6251 -1.0072
H -1.2995 8.9467 -1.4112
H -2.8689 8.2379 -0.9328
C -2.5036 -4.5947 2.3632
Cl -1.4643 -3.2381 1.9114
Cl -4.0971 -4.4534 1.6107
H -2.0362 -5.5261 2.0343
H -2.6228 -4.6052 3.4493
C 1.1023 -5.2647 4.2040
Cl 0.7323 -6.3678 2.8732
Cl 0.8380 -3.5827 3.7281
H 0.4548 -5.5003 5.0521
H 2.1486 -5.3927 4.4918
C 0.4286 5.9070 -4.0953
Cl -0.0388 5.7934 -5.7963
Cl 1.2545 4.4375 -3.5630
H 1.1005 6.7591 -3.9670
H -0.4689 6.0502 -3.4886
C -0.7489 11.3651 1.2393
Cl -0.1846 10.7310 -0.3113
Cl -1.2574 10.0570 2.3143
H 0.0640 11.9199 1.7140
H -1.5971 12.0313 1.0638
C 3.7834 -7.6323 -6.0589
Cl 4.3664 -6.3128 -5.0372
Cl 2.8211 -8.7833 -5.1238
H 3.1640 -7.2169 -6.8575
H 4.6412 -8.1537 -6.4904
*
```

Here are the Mulliken charges for atoms 1 to 2, given in e: number 1, C, carries -0.295; number 2, C, carries -0.243

4.
Below is 3 unconnected molecules or ions with the total composition C22H46F3N2O4 in a non-equilibrium geometry, with properties calculated with ωB97M-V/def2-TZVPD.

**Orbital gap**: 0.354 hartree
**Molecular weight**: 459.6 g/mol

The geometry in ORCA input format:
```
! RIJCOSX wB97M-V def2-TZVPD def2/J DEFGRID3
* xyz 1 1
C -5.1098 -1.2099 -1.1557
C -3.6823 -0.9280 -1.6027
O -2.8740 -0.6406 -0.8091
O -3.2953 -0.9603 -2.9210
C -3.8349 -2.0649 -3.6427
C -3.3134 -3.3933 -3.0920
C -1.7588 -3.3841 -3.1082
N -1.1075 -4.7111 -3.3690
C 0.3942 -4.5062 -3.1467
N 0.9500 -3.6068 -4.1516
C -1.5426 -5.8203 -2.4298
O -0.9560 -5.7393 -1.1709
C -1.6863 -4.9582 -0.2623
C -0.8470 -3.9570 0.5414
O -2.8376 -5.0449 -0.1081
C -1.3284 -5.2082 -4.7561
F -1.4259 -4.2403 -5.6050
F -0.3623 -6.0064 -5.1179
F -2.4347 -5.9067 -4.8247
H -5.1543 -1.0497 -0.0771
H -5.8507 -0.5485 -1.6197
H -5.3970 -2.2565 -1.3235
H -4.9340 -2.0539 -3.6630
H -3.5284 -1.9338 -4.6888
H -3.7870 -4.2160 -3.6423
H -3.6238 -3.5169 -2.0447
H -1.4316 -2.6048 -3.8003
H -1.4301 -3.0451 -2.1219
H 0.5576 -4.0040 -2.1911
H 0.9195 -5.4668 -3.0762
H 1.1063 -4.1002 -5.0297
H 1.8904 -3.4112 -3.8091
H -1.1959 -6.7590 -2.8774
H -2.6306 -5.9201 -2.3562
H -1.3046 -3.7289 1.4997
H -0.7006 -3.0845 -0.1087
H 0.1440 -4.4191 0.6593
C 0.3665 5.3129 0.7913
C 0.4677 4.5550 -0.5276
C -0.7250 3.6370 -0.7892
C -0.9098 2.5131 0.2327
C 0.2882 1.5787 0.3970
C 0.6366 0.8146 -0.8758
H 0.3532 4.6336 1.6461
H 1.2246 5.9769 0.9108
H -0.5372 5.9252 0.8221
H 1.4016 3.9850 -0.5524
H 0.5318 5.2804 -1.3432
H -0.6260 3.2077 -1.7912
H -1.6393 4.2385 -0.8109
H -1.7827 1.9207 -0.0608
H -1.1540 2.9439 1.2079
H 0.0566 0.8559 1.1851
H 1.1640 2.1364 0.7414
H -0.2140 0.2155 -1.2123
H 1.4757 0.1380 -0.6927
H 0.9269 1.4869 -1.6848
C 3.6333 3.2886 2.2536
C 3.0438 2.6945 3.5286
C 2.4484 3.7447 4.4655
C 3.4459 4.7709 5.0061
C 4.6334 4.1821 5.7668
C 4.2275 3.4176 7.0228
H 4.4652 3.9616 2.4664
H 4.0104 2.4942 1.6056
H 2.8746 3.8440 1.6962
H 3.8072 2.1076 4.0471
H 2.2527 1.9901 3.2520
H 1.9614 3.2344 5.3017
H 1.6526 4.2809 3.9376
H 2.9083 5.4595 5.6658
H 3.8244 5.3816 4.1811
H 5.2977 5.0007 6.0565
H 5.2197 3.5295 5.1136
H 3.6771 4.0634 7.7102
H 5.1122 3.0491 7.5451
H 3.6023 2.5546 6.7868
*
```

Here are the Mulliken charges for atoms 1 to 2, given in e: number 1, C, carries -1.141; number 2, C, carries 0.776

5.
Below is a molecular structure, C22H46GdN3OP2 in a non-equilibrium geometry, with properties calculated with ωB97M-V/def2-TZVPD.

**Orbital gap (spin up / spin down)**: 0.321 / 0.233 hartree
**Energy relative to the best compared isomer or geometry (same formula, charge and spin)**: 76.6 kJ/mol
**Molecular weight**: 587.8 g/mol
**⟨S²⟩**: 16.0911

The geometry in ORCA input format:
```
! RIJCOSX wB97M-V def2-TZVPD def2/J DEFGRID3
* xyz 2 8
Gd -0.8842 -0.2876 -0.0213
P -1.2571 2.3840 0.7402
P 2.5995 -0.5304 -1.5359
N -1.2106 0.3143 -2.0847
C -2.2255 2.3899 -0.8770
H -3.2121 1.9214 -0.7434
H -2.3639 3.4627 -1.0914
C -1.5137 1.7348 -2.0940
H -2.1275 1.9381 -2.9904
H -0.5629 2.2921 -2.1751
C -0.0976 0.0114 -3.0401
H 0.3343 0.9539 -3.4140
H -0.6025 -0.4699 -3.8953
C 1.1128 -0.8910 -2.6647
H 1.6430 -1.0745 -3.6166
H 0.6955 -1.8745 -2.4000
C 2.8583 -2.2254 -0.8275
C 1.6492 -2.7909 -0.0553
H 0.6930 -2.7546 -0.6081
H 1.5375 -2.3088 0.9315
H 1.8535 -3.8595 0.1289
C 4.1491 -0.0740 -2.4282
C 5.3257 0.4465 -1.5841
H 6.0979 0.8332 -2.2608
H 5.8009 -0.3432 -0.9936
H 5.0456 1.2471 -0.8971
C -0.7671 4.0735 1.2560
C -0.3869 4.1727 2.7461
H 0.0368 5.1704 2.9364
H 0.3758 3.4332 3.0226
H -1.2540 4.0515 3.4119
C -2.6064 1.7453 1.8557
C -2.0589 1.1652 3.1727
H -2.7919 0.4463 3.5733
H -1.8991 1.9523 3.9271
H -1.1071 0.6165 3.0579
C 2.6491 0.7361 -0.1422
C 4.6977 -1.1574 -3.3668
H 3.9145 -1.7040 -3.9007
H 5.3396 -0.6740 -4.1193
H 5.3307 -1.8803 -2.8279
C -1.7301 5.1897 0.8444
H -1.3062 6.1520 1.1619
H -1.8673 5.2325 -0.2411
H -2.7124 5.0858 1.3210
C -3.7034 2.7829 2.0826
H -4.5657 2.2866 2.5509
H -3.3827 3.5887 2.7553
H -4.0604 3.2237 1.1447
C 4.1365 -2.3548 -0.0041
H 4.1762 -1.6170 0.8064
H 4.1499 -3.3497 0.4583
H 5.0461 -2.2717 -0.6062
H 2.9772 -2.8244 -1.7470
H -3.0627 0.9058 1.2857
H 3.7993 0.7730 -3.0465
H 0.1700 4.2047 0.6812
O 1.3469 0.7469 0.3103
H 3.2717 1.6694 -0.3143
H 3.5502 0.6041 0.5562
C -4.5185 -4.6875 -0.2147
C -3.4303 -3.9000 0.3662
C -2.8254 -3.9598 1.6273
C -1.8650 -2.9521 1.6812
N -1.8777 -2.2737 0.4929
N -2.8370 -2.8951 -0.2845
C -0.9722 -2.5707 2.7955
H -4.3295 -5.7562 -0.0695
H -5.4742 -4.4588 0.2725
H -4.6274 -4.4975 -1.2868
H -3.0550 -4.6487 2.4216
H -3.0343 -2.5810 -1.2371
H -1.4650 -1.8638 3.4858
H -0.7088 -3.4664 3.3790
H -0.0238 -2.1094 2.4661
*
```

Here are the Mulliken charges for atoms 1 to 2, given in e: number 1, Gd, carries 0.668; number 2, P, carries 0.611

6.
Below is a molecular structure, C22H46N4NaO8 in a non-equilibrium geometry, with properties calculated with ωB97M-V/def2-TZVPD.

**Orbital gap**: 0.209 hartree
**Molecular weight**: 517.6 g/mol

The geometry in ORCA input format:
```
! RIJCOSX wB97M-V def2-TZVPD def2/J DEFGRID3
* xyz -1 1
Na -0.2979 -1.3778 -0.3791
C -3.2624 -1.7047 2.6793
C -2.1336 -1.5129 1.9118
C -1.1085 -0.5481 2.3729
O -0.1434 -0.2583 1.5433
C -1.3484 0.2684 3.4626
C -2.4864 0.1395 4.2364
C -3.5408 -0.8327 3.7495
O -4.6884 -0.6957 4.2074
O -2.6732 0.7668 5.2497
O -1.8919 -2.1290 0.8533
H -3.9721 -2.3541 2.3065
H -0.5238 0.9978 3.8329
C 2.5279 -3.2497 0.1394
C 1.3487 -4.0273 0.8195
C 0.9066 -3.2681 2.0831
O 1.8077 -3.3699 3.0986
C 2.1131 -2.0758 3.7509
N 0.1720 -3.9131 -0.0986
H 2.2710 -2.1515 0.0054
H 2.7744 -3.6964 -0.8166
H 3.4193 -3.4763 0.6818
H 1.6535 -5.0659 1.0676
H -0.0214 -3.7349 2.3424
H 0.7417 -2.2055 1.8968
H 3.0504 -2.1641 4.1902
H 1.3134 -1.9684 4.4889
H 2.1546 -1.2017 3.0648
H -0.6805 -4.1020 0.4174
H 0.2976 -4.4592 -0.9149
C 1.7453 -0.5574 -3.7327
C 0.2517 -0.3562 -3.7581
C -0.4712 -1.6915 -4.0412
O -0.4031 -2.1757 -5.3768
C -1.1209 -3.3633 -5.5816
N -0.1100 0.0285 -2.4006
H 2.0807 -0.6870 -2.7050
H 2.1642 0.2475 -4.2834
H 1.9757 -1.4639 -4.2416
H 0.0112 0.4485 -4.4684
H -1.5020 -1.6346 -3.8147
H -0.1017 -2.5269 -3.4133
H -1.1562 -3.9273 -4.6412
H -0.5758 -4.0490 -6.2841
H -2.1102 -3.2044 -5.9597
H -0.7783 0.8181 -2.4700
H 0.7180 0.5015 -2.0238
C -3.3885 1.0322 -0.8901
C -2.7562 2.4361 -0.5116
C -2.8266 2.6700 1.0330
O -2.4089 3.9804 1.3293
C -2.5886 4.2966 2.6847
N -1.3362 2.4280 -1.0039
H -2.7129 0.2841 -0.3767
H -3.3461 0.7924 -1.9936
H -4.3706 1.0795 -0.3594
H -3.3062 3.2434 -0.9336
H -2.2534 1.9175 1.6027
H -3.7868 2.4944 1.5240
H -2.1180 5.2397 2.9207
H -2.1803 3.5600 3.3336
H -3.6893 4.3812 2.9568
H -0.8082 1.8148 -0.4154
H -0.9781 3.3406 -0.7960
C 3.3638 2.1431 1.8362
C 2.3045 2.0546 0.6327
C 2.9209 2.9313 -0.4511
O 2.1200 2.9809 -1.5862
C 2.5675 3.7204 -2.6686
N 1.9499 0.7418 0.2008
H 3.2296 1.3486 2.6142
H 3.4285 2.9982 2.4635
H 4.2802 1.8896 1.3693
H 1.2743 2.4642 0.9511
H 3.8932 2.4384 -0.6630
H 3.1013 3.9446 -0.0751
H 3.0461 3.0338 -3.4104
H 3.2832 4.4960 -2.4081
H 1.7082 4.3000 -3.1381
H 2.7447 0.0675 0.2793
H 1.2419 0.4199 0.9022
*
```

Here are the Mulliken charges for atoms 1 to 2, given in e: number 1, Na, carries 0.650; number 2, C, carries -1.290

- Look up the molecular weight of the fourth one.
  459.6 g/mol

- Which of these has the lowest molecular weight?
  C22H45NOP